Molecular formula: H24O12
Method: DFT, ωB97M-V with the def2-TZVPD basis set

Last column: Mulliken charge in e.
Positions of all 36 atoms, in Å:
O1 0.046910 1.995007 -1.689448  -0.59
H1 0.996802 2.204497 -1.706688  0.36
H2 -0.277592 2.880351 -1.499128  0.29
O2 -0.958349 -0.501921 3.515087  -0.61
H3 -1.736907 -0.561425 2.952081  0.34
H4 -0.650000 -1.386956 3.720481  0.30
O3 3.974402 1.492540 1.520650  -0.57
H5 3.368152 1.126713 0.876795  0.24
H6 3.781677 0.970633 2.307694  0.34
O4 -1.892112 -3.946502 -0.526325  -0.60
H7 -2.649572 -3.487515 -0.902025  0.26
H8 -1.280706 -3.477634 -1.142020  0.37
O5 -3.992162 -0.065785 -0.611247  -0.64
H9 -4.640523 -0.766870 -0.491478  0.29
H10 -4.442967 0.642151 -1.063338  0.29
O6 -1.127749 -2.891387 -2.887477  -0.62
H11 -0.351743 -2.498785 -3.290788  0.30
H12 -1.390473 -3.530665 -3.554825  0.29
O7 0.881246 3.849815 0.976964  -0.56
H13 0.442803 3.789104 0.133244  0.27
H14 0.288039 4.206687 1.637267  0.28
O8 1.794620 -1.614562 -2.874242  -0.62
H15 1.358843 -0.989919 -3.465147  0.33
H16 1.927120 -1.116289 -2.066681  0.29
O9 -1.917349 -1.250620 0.950418  -0.58
H17 -1.126876 -1.076561 0.425597  0.29
H18 -2.576346 -0.936239 0.306833  0.32
O10 2.677403 1.692824 -2.055705  -0.66
H19 2.797896 1.492435 -1.123621  0.31
H20 3.478338 2.123914 -2.364507  0.29
O11 -1.396935 2.375582 1.845685  -0.60
H21 -0.759156 2.139012 2.507373  0.32
H22 -1.630090 1.765522 1.152599  0.29
O12 2.210170 -1.774438 3.077218  -0.62
H23 3.091090 -1.808791 2.702752  0.30
H24 1.682097 -1.063922 2.705950  0.30

Cartesian forces, eV/Å:
0.27 0.71 0.31
0.01 -0.61 -0.46
-0.77 -0.12 -0.11
0.43 0.63 0.42
0.17 -0.43 -0.27
-0.29 -0.18 -0.16
0.09 -0.20 0.10
-0.18 0.00 -0.09
0.10 0.15 0.14
0.40 0.81 -1.02
-0.80 -0.30 0.53
0.29 -0.89 0.68
0.14 -0.45 0.18
-0.12 0.09 -0.04
-0.18 0.31 -0.20
-0.02 0.13 -0.59
0.50 0.27 0.29
-0.28 -0.27 0.13
1.35 0.06 0.15
-0.57 0.08 0.18
-0.51 -0.05 -0.28
-0.30 -0.16 -0.34
0.21 0.17 0.04
0.02 0.13 0.15
-0.17 0.58 -0.76
0.33 -0.27 0.39
-0.17 -0.02 0.46
-0.07 -0.20 -0.04
0.34 0.15 -0.02
0.13 0.04 0.14
-1.21 1.90 -0.05
0.32 -1.21 -0.21
0.64 -0.89 0.33
-0.24 -0.38 0.53
-0.08 0.29 -0.30
0.22 0.13 -0.22

* multiplicity: 1
* HOMO: -10.3 eV
* HOMO-LUMO gap: 0.367 hartree

Molecular formula: H24O12
Method: DFT, ωB97M-V with the def2-TZVPD basis set

Last column: Mulliken charge in e.
Positions of all 36 atoms, in Å:
O1 2.442575 0.830557 -1.078458  -0.66
H1 2.379775 1.072484 -2.031555  0.27
H2 3.382842 0.387049 -0.912338  0.31
O2 -1.414465 -1.393399 -3.852755  -0.65
H3 -1.174816 -0.459545 -4.047736  0.30
H4 -0.864846 -1.402398 -2.840223  0.36
O3 0.174283 -2.082983 -1.622472  -0.82
H5 0.194280 -1.293927 -1.018436  0.47
H6 0.802499 -2.600623 -1.195987  0.23
O4 2.115604 3.192870 0.422300  -0.55
H7 2.847218 3.665677 0.379627  0.24
H8 2.266387 2.342206 0.107829  0.37
O5 -2.664263 0.214251 -1.326460  -0.58
H9 -1.762165 0.305106 -0.906307  0.32
H10 -3.187837 0.825369 -0.774898  0.30
O6 -1.043915 -2.177461 3.905739  -0.68
H11 -1.090813 -1.889738 2.849221  0.41
H12 -1.527895 -3.111366 4.179722  0.30
O7 -0.123706 2.412609 -2.391545  -0.57
H13 0.729497 2.166978 -2.792761  0.27
H14 -0.337079 3.310160 -2.464587  0.28
O8 -2.117217 -1.822772 1.481359  -0.57
H15 -2.320547 -2.654313 0.992669  0.32
H16 -2.991773 -1.523067 1.441203  0.25
O9 0.449611 0.446443 2.080621  -0.57
H17 0.621043 1.388161 2.294787  0.28
H18 1.093464 0.036044 2.755670  0.28
O10 -0.848864 2.856702 0.312252  -0.53
H19 0.056250 3.273400 0.110377  0.37
H20 -0.613616 2.426169 -0.492157  0.15
O11 1.592809 -2.926043 1.999632  -0.66
H21 0.704130 -2.429180 2.189733  0.29
H22 2.242072 -2.713353 2.703028  0.30
O12 -0.127520 -0.465182 -0.347848  -0.31
H23 -0.248714 -0.432561 0.593301  0.29
H24 0.365711 0.225677 -0.702544  0.22

Cartesian forces, eV/Å:
2.63 -0.98 -0.18
0.60 -0.54 1.04
-3.13 1.34 -0.90
2.82 1.46 4.09
-0.63 -0.77 -0.30
-2.23 -1.04 -4.13
-0.47 -2.00 -3.57
-0.07 -2.16 -1.05
1.78 -2.16 0.55
-5.94 -0.73 1.42
5.26 3.32 -0.34
0.62 -2.50 -1.10
0.80 0.85 1.28
-1.39 -0.51 -0.77
0.14 -0.31 -0.49
-0.87 -1.84 -1.51
-1.08 -1.88 4.02
1.84 3.76 -2.02
0.83 -3.02 0.34
-0.84 0.94 0.03
0.00 2.10 -0.56
1.00 -2.06 -1.30
1.22 0.37 0.25
-2.06 1.86 0.44
2.21 -0.06 2.45
-0.67 -0.38 -0.65
-1.58 0.44 -1.57
2.63 1.43 -0.15
-1.16 0.65 2.18
-1.49 -2.06 -1.81
-1.70 1.41 0.47
2.80 -1.49 0.03
-1.03 -0.03 -0.44
-2.81 3.49 3.22
0.26 0.63 1.04
1.65 2.46 0.00

* multiplicity: 1
* HOMO: -9.3 eV
* HOMO-LUMO gap: 0.319 hartree

Molecular formula: H24O12
Method: DFT, ωB97M-V with the def2-TZVPD basis set

Last column: Mulliken charge in e.
Positions of all 36 atoms, in Å:
H1 -0.804115 -0.867484 0.558085  0.42
H2 -1.097668 -1.137514 -0.908527  0.38
H3 2.607197 -1.543692 2.733575  0.29
H4 1.379811 -2.050315 3.473101  0.30
H5 2.512540 -0.656001 -0.736000  0.30
H6 1.205629 -0.929299 -0.009822  0.26
H7 2.195754 2.397336 0.635863  0.32
H8 3.285988 3.455450 0.678576  0.30
H9 -3.234582 -0.346405 -0.417235  0.42
H10 -4.295633 0.629947 0.063337  0.30
H11 -1.468500 2.378210 -1.411091  0.31
H12 -2.028317 3.777276 -1.212955  0.29
H13 -1.214672 -3.165657 -1.476686  0.37
H14 -0.978044 -3.996046 -2.727487  0.28
H15 1.238603 -3.661745 -1.805288  0.26
H16 1.355985 -3.169842 -0.372006  0.31
H17 2.452892 1.295423 -2.787635  0.30
H18 1.823439 0.977406 -4.133999  0.30
H19 -3.447072 -2.765095 -0.731129  0.39
H20 -2.325219 -1.983060 -0.067874  -0.02
H21 1.490771 4.732354 -0.403834  0.29
H22 0.695893 3.498513 -0.009060  0.28
H23 -0.815079 1.297662 4.437163  0.31
H24 -0.644155 0.605998 5.779708  0.31
O1 -0.766968 -0.455910 -0.312671  -0.74
O2 2.015637 -1.326017 3.462728  -0.59
O3 1.834645 -0.225099 -0.203297  -0.50
O4 2.448291 3.210484 1.087532  -0.63
O5 -4.170421 -0.135022 -0.509495  -0.61
O6 -1.476175 3.112248 -0.786497  -0.59
O7 -1.458716 -3.224422 -2.407266  -0.58
O8 1.423259 -2.871091 -1.285906  -0.61
O9 2.418852 0.614272 -3.468712  -0.61
O10 -2.857516 -2.780449 0.031221  -0.63
O11 0.847117 4.417090 0.240611  -0.58
O12 -0.149449 0.890495 5.002972  -0.62

Cartesian forces, eV/Å:
0.03 0.24 0.29
0.47 0.13 -0.55
0.04 0.16 0.04
0.03 0.10 0.15
-0.09 0.01 -0.08
0.07 0.46 -0.40
0.22 -0.32 0.23
0.08 -0.13 0.18
-0.12 0.36 0.03
0.00 -0.03 -0.07
-0.04 -0.07 0.10
0.14 0.07 0.13
-0.14 -0.30 -0.02
-0.14 0.11 -0.12
0.13 0.12 -0.06
0.16 -0.13 -0.01
-0.04 -0.12 0.02
0.06 -0.09 0.04
-0.11 -0.03 -0.01
-0.47 -0.17 0.29
-0.15 -0.04 0.23
-0.34 0.52 0.05
0.13 0.04 0.00
0.09 0.04 -0.03
-0.88 -0.33 0.17
-0.05 -0.27 -0.22
0.73 0.01 0.30
2.25 -1.60 0.83
0.05 0.05 -0.02
-0.23 -0.30 -0.27
0.13 -0.04 -0.09
-0.17 -0.21 0.22
-0.03 0.18 -0.04
0.41 -0.07 0.08
-1.99 1.70 -1.43
-0.27 -0.07 0.05

* multiplicity: 1
* HOMO: -8.8 eV
* HOMO-LUMO gap: 0.305 hartree

Molecular formula: H24O12
Method: DFT, ωB97M-V with the def2-TZVPD basis set

Last column: Mulliken charge in e.
Positions of all 36 atoms, in Å:
O1 0.581565 -0.857165 -3.835693  -0.60
H1 0.668675 -1.134515 -2.923713  0.31
H2 0.468385 -1.672245 -4.324643  0.28
O2 1.558475 -0.535935 2.935987  -0.66
H3 1.282665 0.272665 3.367637  0.29
H4 2.234975 -0.259315 2.317877  0.32
O3 -2.853475 0.209075 1.427937  -0.68
H5 -2.732525 1.087835 1.068247  0.30
H6 -2.723565 0.315495 2.370287  0.26
O4 -0.665315 -1.926955 2.413867  -0.65
H7 -1.164345 -1.695145 3.197107  0.24
H8 0.169955 -1.471175 2.517847  0.39
O5 3.192285 0.910155 1.169777  -0.57
H9 3.267925 0.961785 0.216967  0.28
H10 3.615515 1.707685 1.487687  0.27
O6 0.042825 0.297505 -0.102983  0.02
H11 0.832665 -0.242945 -0.120083  0.13
H12 -0.586905 -0.213825 0.405167  0.14
O7 -3.500135 -1.438005 -0.603633  -0.70
H13 -3.448655 -0.754325 0.064317  0.39
H14 -2.885995 -2.109765 -0.307303  0.41
O8 0.012025 2.990745 0.815757  -0.60
H15 0.433785 3.618695 0.229217  0.31
H16 0.302985 2.135055 0.500517  0.29
O9 2.013295 -1.326505 -1.073913  -0.62
H17 2.474165 -1.880605 -0.443993  0.27
H18 2.709835 -0.901155 -1.574053  0.31
O10 -1.966265 -3.292515 0.260387  -0.66
H19 -1.481555 -3.981125 -0.194693  0.33
H20 -1.307345 -2.847075 0.792967  0.32
O11 1.747555 2.155635 -2.306943  -0.61
H21 0.856915 2.007355 -1.989143  0.25
H22 2.047735 2.928165 -1.828073  0.27
O12 -1.565155 2.248345 -2.323533  -0.62
H23 -2.228935 2.903665 -2.108613  0.30
H24 -1.404035 1.790445 -1.498543  0.30

Cartesian forces, eV/Å:
0.16 0.19 -0.18
-0.08 -0.05 0.37
-0.09 -0.16 -0.15
-0.12 -0.39 0.44
-0.08 0.26 0.08
0.37 0.33 -0.45
0.21 0.23 0.21
0.04 0.39 -0.13
-0.03 -0.04 0.24
-0.68 -0.45 -0.40
-0.23 -0.15 0.08
0.84 0.39 0.16
0.07 -0.15 0.07
-0.14 -0.03 -0.38
0.11 0.21 0.21
-0.25 0.70 0.07
0.43 -0.26 -0.39
-0.56 -0.15 0.28
-0.79 0.72 -0.81
-0.15 -0.10 0.09
0.12 -0.41 -0.04
-0.12 0.51 0.29
-0.03 0.28 -0.09
0.00 -0.88 -0.14
-0.03 -0.04 0.19
0.13 -0.35 0.18
0.15 0.25 -0.42
0.35 -0.79 0.01
-0.04 -0.21 -0.24
0.25 0.32 0.74
0.58 -0.21 0.16
-0.59 -0.13 -0.16
0.07 0.28 -0.01
0.25 0.12 -0.18
-0.16 0.19 0.00
0.02 -0.40 0.29

* multiplicity: 1
* HOMO: -9.4 eV
* HOMO-LUMO gap: 0.332 hartree

Strongest force on any atom
In order: 2.3; 6.2; 3.0; 1.3
Unit: eV/Å
E_tot
In order: -24958.7838; -24955.1347; -24957.2255; -24960.1300
Unit: eV
Energy relative to the best compared isomer or geometry (same formula, charge and spin)
In order: 67.1; 151.3; 103.1; 36.1
Unit: kcal/mol